Entry 1:
Entry from the Open Molecules 2025 dataset: one molecule with the formula C4H9N2OP at a distorted geometry (ωB97M-V/def2-TZVPD).

```
17
Properties=species:S:1:pos:R:3
C -1.18 -0.79 0.15
N 0.07 -0.12 0.61
C 0.44 -0.32 1.96
O 1.01 -1.56 2.09
P 1.16 0.74 -0.50
C -0.06 1.86 -1.50
C 1.16 -0.35 -1.85
N 1.27 -1.02 -2.79
H -1.92 -0.11 0.37
H -1.00 -1.23 -0.80
H -1.24 -1.61 0.73
H 1.30 0.46 2.02
H -0.46 -0.11 2.49
H 0.36 -2.24 1.94
H -0.96 1.46 -1.70
H -0.43 2.79 -0.85
H 0.50 2.14 -2.38
```

## Properties
- SMILES: CN(CO)P(C)C#N
- Energy above the lowest of the compared OMol25 structures with the same formula, charge and spin: 144.1 kJ/mol
- 2S+1: 1
- DFT total energy: -18608.274 eV
- Gap between HOMO and LUMO: 9.93 eV
- HOMO level: -9.263 eV
- E_LUMO: 0.7 eV
- Largest force on an atom: 5.3 eV/Å

Atom charges from the Löwdin analysis, given in e for atoms 1 to 8: C -0.062; N -0.398; C -0.381; O -0.021; P 0.947; C -0.262; C -0.492; N 0.103

Entry 2:
Entry from the Open Molecules 2025 dataset: one molecule with the formula CH3OP at a distorted geometry (ωB97M-V/def2-TZVPD).

```
6
Properties=species:S:1:pos:R:3
C -0.19 0.54 -0.21
O -1.02 -0.52 -0.21
P 0.59 -1.10 -0.14
H -0.32 1.24 0.55
H 0.94 -1.19 1.16
H 0.00 1.03 -1.15
```

## Properties
- Energy above the lowest of the compared OMol25 structures with the same formula, charge and spin: 216.7 kJ/mol
- 2S+1: 3
- DFT total energy: -12415.908 eV
- Gap between HOMO and LUMO (alpha / beta): 6.78 / 7.14 eV
- HOMO level (alpha / beta): -5.687 / -10.287 eV
- <S²>: 2.008
- E_LUMO (alpha / beta): 1.1 / -3.1 eV
- Largest force on an atom: 3.3 eV/Å

Want to see where the charge sits? The Löwdin charges in e are: C -0.455; O -0.346; P 0.822; H 0.052; H -0.135; H 0.061

Entry 3:
Entry from the Open Molecules 2025 dataset: C3H5NO as an isolated structure at a distorted geometry (ωB97M-V/def2-TZVPD).

```
10
Properties=species:S:1:pos:R:3
O 2.37 0.32 0.11
C 1.16 0.23 0.03
C 0.13 1.25 0.27
C -0.94 -0.46 -0.13
N 0.40 -0.87 -0.32
H -0.01 1.56 1.31
H -0.89 0.90 -0.30
H -1.45 -0.72 0.80
H -1.59 -0.63 -1.00
H 0.71 -1.63 -0.90
```

## Properties
- Energy above the lowest of the compared OMol25 structures with the same formula, charge and spin: 353.6 kJ/mol
- 2S+1: 1
- DFT total energy: -6725.908 eV
- Gap between HOMO and LUMO: 9.20 eV
- HOMO level: -8.999 eV
- E_LUMO: 0.2 eV
- Largest force on an atom: 1.0 eV/Å

Atom charges from the Löwdin analysis, given in e for atoms 1 to 8: O 0.049; C -0.595; C 0.107; C -0.081; N 0.017; H 0.076; H 0.065; H 0.101

Entry 4:
Entry from the Open Molecules 2025 dataset: a 2-piece molecular cluster, C3HO2 overall at a distorted geometry (ωB97M-V/def2-TZVPD).

```
6
Properties=species:S:1:pos:R:3
C -0.66 0.67 0.22
C -1.28 1.22 1.12
C 1.79 0.29 0.27
O 2.01 1.07 -0.65
O 2.04 -0.49 1.14
H -0.49 0.12 -0.74
```

## Properties
- Energy above the lowest of the compared OMol25 structures with the same formula, charge and spin: 141.6 kJ/mol
- 2S+1: 1
- Total charge: -1
- DFT total energy: -7220.155 eV
- Gap between HOMO and LUMO: 7.75 eV
- HOMO level: -3.954 eV
- E_LUMO: 3.8 eV
- Largest force on an atom: 4.6 eV/Å

Want to see where the charge sits? The Löwdin charges in e are: C -0.366; C -0.310; C -0.466; O 0.048; O 0.109; H -0.015

> Which of these has the lowest largest force on an atom?

C3H5NO